16
Properties=species:S:1:pos:R:3 method="wB97M-V/def2-TZVPD" total_charge=-1 homo_lumo_gap_ev=5.6
H -0.39 0.91 -2.20
H 1.87 0.62 -0.19
H 1.06 -2.70 3.29
O 0.37 -2.12 3.65
H -0.15 2.00 -0.86
C 0.00 0.97 -1.18
O 2.25 1.54 -2.01
H -2.66 -0.04 0.43
H -0.49 0.27 0.79
H 1.57 -0.38 -1.63
C -0.69 0.00 -0.25
N -2.15 -0.12 -0.44
H -2.50 0.58 -1.08
H -0.22 -0.98 -0.40
H 0.58 -1.24 3.32
C 1.55 0.69 -1.27

---

5
Properties=species:S:1:pos:R:3 method="wB97M-V/def2-TZVPD" smiles="F[P@@H](=S)I" homo_lumo_gap_ev=8.4
P 0.05 0.11 0.10
F 0.23 0.13 -1.52
H 1.51 -0.75 0.20
I -1.90 -1.37 0.36
S 0.11 1.87 0.86

---

20
Properties=species:S:1:pos:R:3 method="wB97M-V/def2-TZVPD" total_charge=+1 homo_lumo_gap_ev=10.2
H -0.35 2.84 0.04
N -0.86 1.24 1.22
H 1.83 -0.15 0.90
H 2.00 -0.01 -2.24
H -2.60 -0.76 1.29
C -2.04 -1.41 -0.69
C -1.74 -1.03 0.84
H -0.34 3.21 1.59
H -2.93 -2.02 -0.71
H 3.32 0.57 -1.06
C -0.02 2.38 0.91
C 2.49 -0.09 -1.28
H -2.19 -0.35 -1.04
H 2.94 -1.15 -1.28
H -1.14 -1.73 1.32
N -0.68 0.24 0.61
H -1.21 -1.84 -1.29
N 0.27 0.00 -0.27
H 0.98 2.21 1.01
C 1.52 -0.03 -0.18

---

103
Properties=species:S:1:pos:R:3 method="wB97M-V/def2-TZVPD" total_charge=-1 homo_lumo_gap_ev=4.2
H -3.73 2.44 -4.24
H -1.43 -4.21 -1.90
S -2.92 0.43 -0.14
H -2.47 -1.43 5.15
C 3.25 -1.27 0.03
C 2.27 -1.72 -2.69
N -3.42 -3.19 3.02
H 3.14 -0.74 -6.34
H -1.43 4.46 -3.63
Si -1.91 2.20 -0.10
O -1.87 3.07 -1.51
H -0.23 -2.88 -2.34
C -2.40 4.63 -3.18
C 2.18 -0.39 -3.13
H -0.65 0.21 5.81
H -3.00 -4.29 0.00
H 4.76 -2.73 -1.83
H 5.85 0.34 2.43
C 0.10 -5.46 -0.05
C 1.65 -3.62 -0.41
H -3.30 1.31 -2.93
H -0.47 4.68 0.65
C 5.13 -1.72 -1.66
C 2.64 -2.71 -3.61
C -2.88 3.37 -2.47
C 5.12 -0.12 1.77
C 0.38 4.34 0.05
H -4.11 4.43 -1.05
H -2.05 4.77 3.11
C -1.53 -1.55 3.25
H 1.23 4.99 0.23
C 1.02 -6.05 0.77
H -4.71 -4.67 2.15
H -0.86 -5.93 -0.22
H -3.66 4.55 3.84
H 3.00 -5.96 1.67
C 0.77 2.91 0.41
H 3.48 0.09 3.15
C -2.63 2.10 3.10
H 1.62 2.52 -1.52
H 2.02 3.49 2.08
C -3.86 -4.03 2.02
C -3.21 3.19 2.21
H -3.11 4.92 -3.96
C 3.80 -0.25 2.17
C 2.56 -4.26 0.42
H 3.07 -4.74 -4.12
H -5.27 2.84 2.80
H 2.44 1.01 -4.72
H -4.97 3.93 -2.52
H -4.75 1.94 1.36
C -0.72 -0.26 4.85
H 2.80 3.08 -0.32
C -3.10 4.55 2.90
N -2.07 -2.89 1.31
C -0.49 -3.71 -1.70
N -1.72 -1.16 4.54
H 0.91 0.44 3.55
C 2.89 -0.81 1.29
C 2.89 -1.00 -5.32
C 2.29 -5.48 1.01
C -4.22 3.63 -1.79
H 3.50 -3.77 0.64
C 1.92 2.45 -0.47
H 0.10 4.41 -1.00
H 6.54 -0.50 0.22
H -3.18 2.05 4.05
C 2.72 -4.17 -3.26
H 0.75 -6.98 1.26
H 4.83 -1.12 -2.51
C -4.67 2.89 1.89
O -0.30 1.97 0.22
P 1.81 -1.91 -0.92
Na -0.74 -1.15 0.16
H 6.22 -1.75 -1.63
H -3.49 5.33 2.25
H -3.84 -3.10 3.93
H -2.68 1.14 2.60
C 0.04 -0.17 3.72
H 1.75 -4.55 -2.95
O -2.48 3.32 1.00
H -4.57 2.73 -1.27
H -1.59 2.32 3.33
H 3.23 -3.09 -5.63
H 1.85 -0.90 1.60
C 1.17 2.84 1.88
H 0.34 3.14 2.51
C 2.94 -2.33 -4.91
C -2.99 2.21 -3.46
H 1.46 1.82 2.12
C -2.34 -2.53 2.53
H -2.03 2.03 -3.93
C 0.38 -4.23 -0.76
C 4.60 -1.18 -0.36
H 1.84 0.36 -2.42
H 3.40 -4.36 -2.42
H -5.08 3.67 1.25
H -2.31 5.45 -2.46
H 2.19 1.42 -0.25
C -3.01 -3.83 0.97
N -0.47 -0.97 2.73
C 5.50 -0.58 0.52
C 2.51 -0.02 -4.42